The following is a quantum chemistry calculation of C36H40N7O2PRuSSe as an isolated structure at a distorted geometry, from the Open Molecules 2025 dataset.

Geometry as XYZ:
```
89
Properties=species:S:1:pos:R:3:mulliken_charge:R:1
Ru 0.45 0.40 -0.01 0.912
Se 0.06 5.40 5.70 0.480
N 0.11 3.65 5.61 -0.802
C 0.18 3.31 4.35 0.811
C 0.23 1.94 3.88 0.190
C 0.16 0.81 4.70 -0.350
C 0.21 -0.45 4.13 -1.086
C 0.34 -0.57 2.76 -0.558
N 0.41 0.50 1.97 0.446
C 0.34 1.75 2.50 -0.379
C 0.34 2.84 1.57 0.181
N 0.40 2.51 0.25 0.445
C 0.38 3.48 -0.67 -0.360
C 0.30 4.82 -0.32 -1.060
C 0.25 5.18 1.02 -0.412
C 0.27 4.17 1.99 0.266
C 0.20 4.41 3.42 0.851
N 0.14 5.60 3.96 -0.809
H 0.06 0.94 5.77 0.641
H 0.15 -1.34 4.74 0.535
H 0.40 -1.54 2.28 0.671
H 0.43 3.19 -1.71 0.636
H 0.29 5.57 -1.10 0.511
H 0.18 6.22 1.32 0.628
O 2.46 -0.60 -0.17 -0.213
S 3.53 -1.66 -0.44 -0.326
C 3.81 -2.47 1.14 0.825
C 3.71 -1.72 2.31 -0.444
C 3.94 -2.36 3.52 -0.705
C 4.22 -3.72 3.55 -0.567
C 4.33 -4.45 2.37 -0.634
C 4.11 -3.83 1.15 -0.354
C 5.11 -0.81 -0.57 0.928
C 5.27 0.52 -0.13 -0.274
C 6.53 1.06 -0.18 -0.590
C 7.60 0.32 -0.73 -0.431
C 7.42 -1.01 -1.16 -0.589
C 6.17 -1.57 -1.11 -0.347
H 3.49 -0.66 2.27 0.312
H 3.90 -1.79 4.43 0.500
H 4.35 -4.22 4.50 0.455
H 4.57 -5.51 2.40 0.456
H 4.18 -4.40 0.23 0.526
H 4.43 1.08 0.25 0.435
H 6.69 2.06 0.21 0.470
H 8.57 0.79 -0.86 0.457
H 8.25 -1.58 -1.56 0.484
H 6.01 -2.57 -1.48 0.485
O -1.74 -0.27 0.10 -0.691
P -2.61 -0.32 -1.14 -1.596
N -1.60 -0.22 -2.46 0.739
C -1.99 -0.46 -3.86 -0.408
C -0.89 -1.37 -4.40 -0.945
C 0.35 -0.86 -3.66 -0.475
C -0.20 -0.50 -2.27 -0.792
N -3.47 -1.72 -1.16 0.694
C -4.89 -1.87 -1.50 -0.402
C -5.05 -3.37 -1.72 -0.789
C -4.08 -3.97 -0.69 -0.712
C -2.89 -3.00 -0.72 -0.316
N -3.68 0.91 -1.24 0.871
C -4.44 1.36 -0.06 -0.402
C -5.04 2.69 -0.51 -0.718
C -5.28 2.46 -2.01 -0.805
C -4.04 1.68 -2.44 -0.335
H -2.01 0.48 -4.41 0.343
H -2.98 -0.91 -3.91 0.346
H -0.79 -1.28 -5.47 0.421
H -1.10 -2.42 -4.15 0.328
H 0.73 0.03 -4.16 0.391
H 1.14 -1.60 -3.60 0.374
H 0.35 0.44 -1.87 0.205
H -0.06 -1.34 -1.57 0.603
H -5.18 -1.26 -2.35 0.321
H -5.52 -1.57 -0.65 0.272
H -4.75 -3.64 -2.73 0.320
H -6.07 -3.71 -1.56 0.393
H -3.77 -4.98 -0.94 0.380
H -4.54 -3.98 0.30 0.318
H -2.13 -3.33 -1.44 0.265
H -2.40 -2.90 0.25 0.135
H -3.79 1.43 0.82 0.215
H -5.24 0.65 0.17 0.233
H -4.33 3.51 -0.36 0.249
H -5.95 2.93 0.03 0.406
H -5.39 3.39 -2.56 0.407
H -6.18 1.87 -2.16 0.309
H -3.23 2.37 -2.70 0.268
H -4.22 1.04 -3.31 0.333
```

The spin multiplicity is 5. The value obtained for the orbital gap (spin up / spin down) is 5.323 / 3.003 eV. The total charge is +4. The value obtained for the max |F| is 0.0616 Eh/bohr. For the LUMO energy (spin up / spin down), the calculation gives -12.49 / -14.77 eV. For the total energy, the calculation gives -140520.0214 eV. As for the relative energy (zero: lowest compared OMol25 entry of this formula, charge and spin): 103.14 kJ/mol. As for the highest occupied orbital energy (spin up / spin down): -17.8110 / -17.7726 eV. Its expectation value of S² is 6.042.